## P
Density functional theory data (ωB97M-V/def2-TZVPD) for C4H6N2O in the gas phase.

CARTESIAN COORDINATES (ANGSTROEM)
N (1.48, 0.02, -0.67)
C (0.94, -0.46, 0.67)
C (-0.08, 0.48, 1.03)
O (-0.05, 1.25, 2.10)
N (-1.15, 0.52, 0.26)
C (-0.91, -0.23, -0.99)
C (0.39, -0.94, -0.64)
H (-0.69, 0.47, -1.79)
H (2.37, -0.44, -0.86)
H (0.80, 1.02, 2.54)
H (-1.94, 1.14, 0.41)
H (-1.77, -0.87, -1.23)
H (0.54, -1.98, -0.94)

- SMILES = OC1=C2N[C@@H]2CN1
- highest occupied orbital energy (eV) = -7.479

Löwdin analysis output, partial charges in e: N 0.026; C -0.162; C -0.382; O 0.127; N 0.118; C -0.109; C -0.334; H 0.114; H 0.075; H 0.128; H 0.157; H 0.115; H 0.126


## Q
Density functional theory data (ωB97M-V/def2-TZVPD) for 2 unconnected molecules or ions with the total composition C4H6N2O.

CARTESIAN COORDINATES (ANGSTROEM)
N (1.30, 1.73, -0.42)
C (0.50, 0.91, 0.14)
C (-0.65, 0.29, -0.66)
O (-1.00, 0.51, -1.80)
N (-1.23, -0.61, 0.22)
C (-0.60, -0.55, 1.46)
C (0.42, 0.32, 1.48)
H (0.90, -1.72, -2.56)
H (2.02, 2.02, 0.25)
H (0.27, -1.35, -2.71)
H (-2.03, -1.17, -0.01)
H (-0.97, -1.18, 2.27)
H (1.05, 0.55, 2.32)

- SMILES = [H]/N=C1\C=CNC1=O.[H][H]
- highest occupied orbital energy (eV) = -9.119

Löwdin analysis output, partial charges in e: N 0.186; C -0.298; C -0.432; O 0.065; N 0.093; C -0.085; C -0.037; H 0.041; H 0.064; H 0.024; H 0.154; H 0.123; H 0.103


## R
Density functional theory data (ωB97M-V/def2-TZVPD) for a molecular structure, C4H6N2O.

CARTESIAN COORDINATES (ANGSTROEM)
C (0.50, -1.08, -0.38)
C (0.70, -0.75, 1.08)
O (0.56, 0.69, 1.25)
C (-0.25, 1.27, 0.35)
N (-0.62, 2.48, 0.44)
C (-0.62, 0.34, -0.74)
N (-1.43, 0.32, -1.71)
H (1.42, -0.96, -0.98)
H (0.13, -2.12, -0.52)
H (-0.83, -0.66, -1.59)
H (1.70, -0.98, 1.46)
H (-0.05, -1.25, 1.71)
H (-1.21, 2.70, -0.37)

- highest occupied orbital energy (eV) = -9.571

Löwdin analysis output, partial charges in e: C -0.069; C -0.191; O -0.014; C -0.438; N 0.182; C -0.267; N 0.181; H 0.104; H 0.113; H 0.088; H 0.123; H 0.126; H 0.062


## S
Density functional theory data (ωB97M-V/def2-TZVPD) for C4H6N2O in the gas phase.

CARTESIAN COORDINATES (ANGSTROEM)
C (-0.64, -1.96, -1.05)
O (-0.94, -1.29, 0.17)
C (-0.30, -0.10, 0.28)
C (-0.42, 0.82, 1.29)
N (0.47, 1.82, 0.93)
C (1.05, 1.46, -0.23)
N (0.61, 0.30, -0.65)
H (-1.11, -1.45, -1.90)
H (-1.04, -2.97, -0.95)
H (0.44, -1.99, -1.23)
H (-1.03, 0.88, 2.18)
H (0.66, 2.66, 1.45)
H (1.80, 2.05, -0.73)

- SMILES = COc1c[nH]cn1
- highest occupied orbital energy (eV) = -8.093

Löwdin analysis output, partial charges in e: C -0.092; O -0.072; C -0.387; C -0.029; N 0.035; C -0.198; N 0.111; H 0.090; H 0.087; H 0.079; H 0.112; H 0.146; H 0.118


S ends up most stable, edging out the next structure by 0.0367 hartree.


## P
Density functional theory data (ωB97M-V/def2-TZVPD) for a molecular structure, C4H6N2O.

CARTESIAN COORDINATES (ANGSTROEM)
C (1.73, 0.50, 0.16)
C (0.75, 0.33, -0.83)
C (0.34, -1.05, -0.85)
N (-0.84, -1.05, -0.26)
C (-1.06, 0.33, 0.13)
O (-2.31, 0.55, 0.59)
N (-0.36, 1.14, -0.65)
H (1.85, 1.49, 0.58)
H (2.58, -0.17, 0.24)
H (0.16, 0.21, 1.19)
H (0.92, -1.95, -1.03)
H (-1.35, -1.84, 0.09)
H (-2.40, 1.52, 0.65)

- highest occupied orbital energy (alpha / beta) (eV) = -7.864 / -7.864

Löwdin analysis output, partial charges in e: C 0.019; C -0.408; C -0.045; N 0.136; C -0.564; O 0.061; N 0.068; H 0.061; H 0.058; H 0.195; H 0.137; H 0.166; H 0.118


## Q
Density functional theory data (ωB97M-V/def2-TZVPD) for C4H6N2O in the gas phase.

CARTESIAN COORDINATES (ANGSTROEM)
C (-0.69, -1.02, 0.50)
C (-0.57, 1.09, -0.47)
C (0.71, 1.24, 0.31)
C (0.54, -1.40, -0.26)
H (-0.43, -0.81, 1.58)
H (-1.34, -1.87, 0.60)
H (-0.27, 1.05, -1.55)
H (-1.10, 2.05, -0.39)
H (0.77, 2.30, 0.70)
H (0.55, -2.38, -0.69)
N (1.67, 0.42, 0.32)
N (1.59, -0.67, -0.50)
O (-1.43, -0.01, -0.16)

- SMILES = C1=NN=CCOC1
- highest occupied orbital energy (eV) = -9.711

Löwdin analysis output, partial charges in e: C -0.216; C -0.188; C -0.151; C -0.112; H 0.143; H 0.111; H 0.132; H 0.114; H 0.126; H 0.103; N 0.008; N 0.041; O -0.110


Q ends up most stable, edging out the next structure by 0.0727 hartree.


## P
Density functional theory data (ωB97M-V/def2-TZVPD) for C4H6N2O in the gas phase.

CARTESIAN COORDINATES (ANGSTROEM)
C (1.87, 0.35, -0.35)
C (-1.51, 0.99, -0.15)
C (-1.50, -0.38, 0.40)
C (-0.11, -0.67, 0.32)
H (2.11, 1.23, -0.87)
H (2.22, -0.61, -0.95)
H (2.33, 0.52, 0.79)
H (-2.35, 1.70, 0.02)
H (-2.49, -0.69, 0.91)
H (1.47, -1.67, 0.69)
N (0.44, 0.29, -0.37)
N (-0.41, 1.40, -0.68)
O (0.50, -1.77, 0.68)

- SMILES = Cn1nccc1O
- highest occupied orbital energy (eV) = -8.514

Löwdin analysis output, partial charges in e: C -0.042; C -0.215; C 0.009; C -0.439; H 0.051; H 0.135; H 0.157; H 0.109; H 0.115; H 0.102; N -0.175; N 0.081; O 0.110


## Q
Density functional theory data (ωB97M-V/def2-TZVPD) for 2 unconnected molecules or ions with the total composition C4H6N2O.

CARTESIAN COORDINATES (ANGSTROEM)
C (0.69, 1.66, 0.58)
O (0.98, 1.62, -0.83)
C (1.16, 0.43, -1.36)
N (1.27, -0.68, -0.86)
N (1.10, -1.90, -0.68)
C (-1.82, -1.31, 0.02)
C (-2.72, -0.61, 0.41)
H (0.56, 2.71, 0.83)
H (-0.22, 1.09, 0.79)
H (1.53, 1.24, 1.14)
H (2.00, -2.33, -0.47)
H (-0.99, -1.92, -0.31)
H (-3.53, -0.01, 0.74)

- highest occupied orbital energy (eV) = -9.065

Löwdin analysis output, partial charges in e: C -0.046; O -0.096; C -0.126; N -0.084; N 0.058; C -0.020; C -0.011; H 0.093; H 0.073; H 0.095; H 0.070; H -0.018; H 0.012


P ends up most stable, edging out the next structure by 0.1378 hartree.


## P
Density functional theory data (ωB97M-V/def2-TZVPD) for C4H6N2O in the gas phase.

CARTESIAN COORDINATES (ANGSTROEM)
N (0.43, -1.62, 0.66)
C (1.34, -0.77, 0.91)
O (1.28, 0.53, 0.61)
C (0.34, 1.04, -0.33)
C (-1.15, 0.67, -0.11)
C (-1.70, 0.12, -1.35)
N (-2.07, -0.29, -2.37)
H (0.70, -2.53, 1.03)
H (2.29, -0.97, 1.42)
H (0.65, 0.74, -1.33)
H (0.46, 2.12, -0.24)
H (-1.26, -0.07, 0.68)
H (-1.74, 1.56, 0.16)

- SMILES = [H]/N=C/OCCC#N
- highest occupied orbital energy (eV) = -10.686

Löwdin analysis output, partial charges in e: N 0.121; C -0.303; O -0.067; C -0.163; C -0.156; C -0.236; N 0.140; H 0.060; H 0.134; H 0.128; H 0.125; H 0.099; H 0.117


## Q
Density functional theory data (ωB97M-V/def2-TZVPD) for a molecular structure, C4H6N2O.

CARTESIAN COORDINATES (ANGSTROEM)
C (-0.26, -0.06, 2.27)
O (-0.38, 0.82, 1.17)
C (0.07, 0.29, -0.06)
C (-0.78, 0.51, -1.12)
N (-0.11, -0.02, -2.14)
C (1.03, -0.56, -1.68)
N (1.17, -0.37, -0.39)
H (-0.75, -1.01, 2.01)
H (-0.70, 0.41, 3.14)
H (0.80, -0.25, 2.42)
H (-1.39, 1.34, -0.20)
H (-0.41, -0.04, -3.10)
H (1.72, -1.07, -2.34)

- highest occupied orbital energy (eV) = -8.316

Löwdin analysis output, partial charges in e: C -0.083; O -0.173; C -0.447; C -0.072; N 0.032; C -0.190; N 0.134; H 0.094; H 0.087; H 0.087; H 0.265; H 0.148; H 0.118


## R
Density functional theory data (ωB97M-V/def2-TZVPD) for 2 unconnected molecules or ions with the total composition C4H6N2O.

CARTESIAN COORDINATES (ANGSTROEM)
C (0.82, -1.27, 2.45)
O (-0.09, -0.59, 2.85)
C (0.20, -0.52, -1.14)
N (0.55, 0.28, -2.13)
N (-0.15, 1.40, -1.92)
C (-0.94, 1.33, -0.82)
C (-0.74, 0.08, -0.28)
H (1.61, -1.65, 3.12)
H (0.91, -1.55, 1.38)
H (0.62, -1.52, -1.09)
H (-0.05, 2.17, -2.55)
H (-1.56, 2.16, -0.51)
H (-1.18, -0.31, 0.63)

- SMILES = c1cn[nH]c1.C=O
- highest occupied orbital energy (eV) = -9.415

Löwdin analysis output, partial charges in e: C -0.129; O -0.013; C -0.195; N 0.016; N -0.052; C -0.110; C -0.094; H 0.083; H 0.062; H 0.092; H 0.147; H 0.112; H 0.080


P ends up most stable, edging out the next structure by 0.0165 hartree.


## P
Density functional theory data (ωB97M-V/def2-TZVPD) for 2 unconnected molecules or ions with the total composition C4H8ClN.

CARTESIAN COORDINATES (ANGSTROEM)
C (0.18, -0.41, 0.58)
C (0.45, 0.92, -0.04)
C (0.17, -1.91, 0.14)
C (1.39, 1.99, -0.49)
N (-0.78, 0.62, 0.07)
Cl (-3.77, -0.61, -0.35)
H (0.30, -0.50, 1.75)
H (-2.80, -0.07, 0.15)
H (-0.91, -2.10, -0.03)
H (0.55, -2.46, 0.93)
H (0.57, -2.15, -0.79)
H (2.21, 1.61, -1.14)
H (1.69, 2.61, 0.41)
H (0.75, 2.46, -1.18)

- SMILES = CC1=N[C@H]1C.Cl
- highest occupied orbital energy (eV) = -9.710

Löwdin analysis output, partial charges in e: C -0.282; C -0.277; C -0.056; C -0.018; N 0.137; Cl 0.324; H 0.133; H -0.371; H 0.069; H 0.038; H 0.038; H 0.096; H 0.112; H 0.057


## Q
Density functional theory data (ωB97M-V/def2-TZVPD) for 2 unconnected molecules or ions with the total composition C4H8ClN.

CARTESIAN COORDINATES (ANGSTROEM)
C (-0.66, 1.56, 1.12)
C (-0.33, -1.94, -1.12)
C (1.22, 0.10, -1.19)
C (0.63, -1.13, -0.56)
N (-0.21, 1.66, 2.35)
Cl (1.29, -1.57, 0.95)
H (-1.76, 1.35, 1.17)
H (-0.62, -2.91, -0.62)
H (-0.60, -1.61, -2.15)
H (0.67, 2.16, 2.72)
H (1.26, -0.09, -2.19)
H (0.50, 0.94, -1.05)
H (2.14, 0.36, -0.58)
H (-0.90, 1.48, 3.22)

- highest occupied orbital energy (eV) = -8.298

Löwdin analysis output, partial charges in e: C -0.075; C -0.047; C -0.150; C -0.849; N -0.087; Cl 0.634; H 0.011; H 0.067; H 0.073; H 0.118; H 0.032; H 0.046; H 0.087; H 0.140


## R
Density functional theory data (ωB97M-V/def2-TZVPD) for C4H8ClN in the gas phase.

CARTESIAN COORDINATES (ANGSTROEM)
C (0.05, -1.54, 0.46)
C (-0.57, -1.20, -0.86)
C (0.50, -0.11, 0.80)
C (-0.35, 1.92, -0.18)
N (-0.60, 0.62, 0.29)
Cl (2.09, -0.04, -0.19)
H (-0.68, -1.94, 1.12)
H (0.91, -2.32, 0.36)
H (0.23, -0.68, -1.55)
H (-1.53, -1.61, -1.01)
H (0.81, 0.18, 1.91)
H (-1.14, 2.20, -1.00)
H (-0.35, 2.54, 0.64)
H (0.63, 1.99, -0.78)

- highest occupied orbital energy (alpha / beta) (eV) = -8.619 / -8.601

Löwdin analysis output, partial charges in e: C -0.314; C 0.078; C -0.697; C -0.197; N -0.116; Cl 0.518; H 0.089; H 0.122; H 0.087; H 0.063; H 0.139; H 0.116; H 0.050; H 0.062


P ends up most stable, edging out the next structure by 0.0496 hartree.


## P
Density functional theory data (ωB97M-V/def2-TZVPD) for C4H8ClN in the gas phase.

CARTESIAN COORDINATES (ANGSTROEM)
C (-1.01, -0.28, -1.37)
C (-0.24, -1.03, -0.26)
C (0.68, 0.02, 0.37)
C (0.22, 1.16, 1.16)
H (-1.39, 0.76, -0.90)
H (-1.76, -0.90, -1.89)
H (-1.00, -1.46, 0.52)
H (0.30, -1.89, -0.69)
H (1.60, 0.10, -0.19)
H (0.59, 2.15, 1.09)
H (-0.75, 1.11, 1.49)
H (1.98, 0.27, 1.77)
N (0.92, 0.00, 1.77)
Cl (-0.13, -0.03, -2.88)

- SMILES = ClCC[C@H]1CN1
- highest occupied orbital energy (eV) = -9.984

Löwdin analysis output, partial charges in e: C -0.627; C -0.217; C -0.428; C -0.130; H 0.125; H 0.040; H 0.150; H 0.105; H 0.132; H 0.100; H 0.073; H 0.135; N 0.014; Cl 0.527


## Q
Density functional theory data (ωB97M-V/def2-TZVPD) for 3 unconnected molecules or ions with the total composition C4H8ClN.

CARTESIAN COORDINATES (ANGSTROEM)
C (-0.80, -0.91, 0.54)
C (0.48, -0.78, -0.25)
C (0.85, 0.80, -0.45)
C (1.97, 1.56, 0.00)
H (-2.57, 0.53, 0.80)
H (-2.72, -1.23, -1.47)
H (-0.91, -1.88, 0.42)
H (-0.72, -0.35, 1.68)
H (-0.11, -0.97, -1.26)
H (-0.24, 1.25, -0.55)
H (2.75, 1.02, 0.64)
H (1.98, 2.72, 0.26)
N (-1.84, -0.15, -0.27)
Cl (1.88, -1.62, -0.09)

- highest occupied orbital energy (eV) = -9.154

Löwdin analysis output, partial charges in e: C -0.414; C -0.909; C -0.191; C -0.053; H 0.209; H 0.229; H 0.021; H 0.176; H 0.116; H 0.095; H 0.041; H 0.080; N -0.133; Cl 0.732


P ends up most stable, edging out the next structure by 0.2869 hartree.